1.
Density functional theory data (ωB97M-V/def2-TZVPD) for a structure of composition C48H47AlNO4P3S3.

Structure (ORCA input):
```
! wB97M-V def2-TZVPD RIJCOSX def2/J DEFGRID3
* xyz 0 1
Al 0.11 -0.35 0.39
S -0.08 1.77 -1.22
P -1.42 1.87 0.28
C -0.88 0.93 1.60
P 0.49 1.52 2.45
S 2.15 0.61 1.80
C 0.25 1.19 4.23
C -1.04 1.22 4.76
C -1.25 1.04 6.12
C -0.16 0.80 6.96
C 1.12 0.74 6.43
C 1.32 0.94 5.07
C 0.75 3.33 2.40
C 0.08 4.19 3.26
C 0.25 5.56 3.16
C 1.11 6.09 2.20
C 1.78 5.23 1.34
C 1.61 3.86 1.44
C -1.93 3.58 0.64
C -1.42 4.67 -0.05
C -1.87 5.95 0.24
C -2.84 6.14 1.22
C -3.36 5.05 1.91
C -2.90 3.77 1.62
C -2.98 1.13 -0.30
C -3.64 0.18 0.47
C -4.81 -0.40 0.00
C -5.34 -0.01 -1.22
C -4.69 0.95 -1.99
C -3.51 1.52 -1.53
H -1.88 1.38 4.09
H -2.25 1.07 6.53
H -0.32 0.64 8.02
H 1.96 0.54 7.08
H 2.32 0.90 4.66
H -0.59 3.80 4.02
H -0.28 6.22 3.83
H 1.24 7.16 2.12
H 2.45 5.63 0.59
H 2.13 3.19 0.77
H -0.65 4.51 -0.80
H -1.46 6.80 -0.29
H -3.19 7.14 1.44
H -4.12 5.19 2.67
H -3.31 2.92 2.15
H -3.20 -0.12 1.41
H -5.32 -1.15 0.59
H -6.25 -0.47 -1.59
H -5.09 1.25 -2.95
H -2.99 2.25 -2.13
N 1.77 -0.83 -0.79
C 2.57 -0.71 -1.60
C 3.53 -0.49 -2.64
C 3.08 0.09 -3.83
C 4.00 0.32 -4.84
C 5.33 -0.02 -4.66
C 5.76 -0.60 -3.47
C 4.86 -0.84 -2.45
H 2.04 0.36 -3.94
H 3.67 0.78 -5.76
H 6.04 0.16 -5.46
H 6.80 -0.86 -3.34
H 5.18 -1.28 -1.52
C -1.22 -2.75 5.99
C -1.83 -2.56 4.63
O -0.77 -2.59 3.66
P -1.22 -2.41 2.11
O -1.24 -3.96 1.62
C -2.38 -4.38 0.84
C -2.23 -5.85 0.53
O 0.33 -1.99 1.56
C 1.41 -2.95 1.36
C 1.70 -3.79 2.58
H -1.98 -2.68 6.76
H -0.47 -1.98 6.17
H -0.74 -3.73 6.07
H -2.34 -1.59 4.57
H -2.56 -3.35 4.41
H -2.42 -3.79 -0.08
H -3.30 -4.19 1.40
H -1.29 -6.03 0.01
H -3.04 -6.18 -0.12
H -2.24 -6.44 1.45
H 2.26 -2.33 1.12
H 1.14 -3.56 0.49
H 1.94 -3.17 3.43
H 2.56 -4.42 2.34
H 0.87 -4.44 2.84
C -6.05 -8.41 -3.68
C -5.23 -7.21 -3.27
O -5.21 -6.76 -2.16
S -4.26 -6.57 -4.64
C -3.42 -5.24 -3.83
C -2.10 -5.40 -3.42
C -1.45 -4.39 -2.74
C -2.12 -3.19 -2.45
C -3.43 -3.03 -2.89
C -4.08 -4.04 -3.58
C -1.50 -2.20 -1.63
C -0.99 -1.41 -0.86
H -7.02 -8.36 -3.18
H -5.53 -9.31 -3.34
H -6.19 -8.47 -4.76
H -1.59 -6.33 -3.63
H -0.43 -4.52 -2.41
H -3.95 -2.10 -2.67
H -5.10 -3.91 -3.91
*
```

The HOMO energy is -7.0 eV. The calculation puts the energy relative to the best compared isomer or geometry (same formula, charge and spin) at 0.285 eV. As for the frontier orbital gap: 6.9 eV.


2.
Density functional theory data (ωB97M-V/def2-TZVPD) for a cluster of 11 separate species, C48H48BF4O28 in total.

Structure (ORCA input):
```
! wB97M-V def2-TZVPD RIJCOSX def2/J DEFGRID3
* xyz -1 1
B 15.02 32.41 7.55
F 14.89 32.40 6.18
F 16.05 31.39 7.84
F 15.44 33.64 7.94
F 13.82 32.05 7.98
C 15.40 26.50 6.93
C 15.53 27.60 7.94
C 14.49 27.75 8.96
O 14.54 28.65 9.73
C 13.36 26.85 8.99
C 13.33 25.69 7.92
C 14.35 25.54 6.98
O 14.34 24.49 6.25
O 12.37 24.74 8.16
O 16.51 28.55 7.84
H 16.12 26.39 6.00
H 12.50 26.86 9.83
H 11.75 25.35 8.53
H 16.69 29.20 8.56
C 11.56 32.97 1.00
C 11.55 31.44 1.03
C 12.35 30.76 2.00
O 12.51 29.55 1.91
C 13.14 31.48 2.97
C 13.30 32.98 2.84
C 12.48 33.76 1.85
O 12.61 34.95 1.72
O 14.08 33.70 3.77
O 10.66 30.70 0.29
H 10.84 33.36 0.38
H 13.92 30.70 3.52
H 14.42 33.26 4.35
H 10.94 29.78 0.62
C 10.66 34.05 11.57
C 11.77 33.29 10.91
C 13.07 33.03 11.60
O 14.01 32.47 11.00
C 13.26 33.42 12.90
C 12.17 34.32 13.61
C 10.81 34.54 12.99
O 9.84 35.02 13.54
O 12.15 34.92 14.81
O 11.86 33.06 9.54
H 9.71 34.16 11.12
H 14.08 33.23 13.59
H 12.94 34.77 15.09
H 12.73 32.66 9.58
C 16.74 28.16 3.32
C 17.10 29.10 4.53
C 18.37 28.88 5.28
O 18.67 29.74 6.12
C 19.12 27.67 5.08
C 18.82 26.72 3.91
C 17.66 27.01 2.97
O 17.38 26.42 1.94
O 19.37 25.53 3.60
O 16.38 30.16 4.83
H 15.86 28.44 2.68
H 19.93 27.52 5.65
H 20.19 25.36 4.30
H 16.68 30.61 5.66
C 10.60 27.10 6.08
C 11.74 27.05 5.01
C 12.86 27.95 4.96
O 13.73 27.85 4.07
C 12.97 28.88 5.94
C 11.92 29.06 7.05
C 10.67 28.22 7.05
O 9.77 28.36 7.84
O 12.11 29.96 8.05
O 11.61 26.05 3.98
H 9.63 26.44 6.11
H 13.76 29.53 5.82
H 12.57 30.80 7.71
H 12.39 26.04 3.54
C 17.87 35.76 12.25
C 16.89 35.38 11.02
C 15.62 35.83 11.18
O 14.80 35.64 10.30
C 15.15 36.53 12.31
C 16.11 36.86 13.46
C 17.52 36.49 13.42
O 18.34 36.71 14.22
O 15.81 37.71 14.62
O 17.30 34.71 9.93
H 18.86 35.46 12.24
H 14.14 36.84 12.31
H 14.91 37.65 14.78
H 16.46 34.73 9.51
C 11.39 32.45 5.81
C 10.54 33.33 4.97
O 9.91 33.04 4.06
C 10.73 34.87 5.37
H 11.59 31.45 5.49
H 11.10 32.43 6.92
H 12.40 32.87 5.85
H 10.84 35.47 4.52
H 11.74 34.86 5.80
H 10.15 35.36 6.08
C 20.75 34.15 8.81
C 20.56 32.68 8.94
O 21.16 32.01 9.75
C 19.67 32.04 8.00
H 19.82 34.80 8.66
H 21.41 34.30 7.87
H 21.22 34.60 9.61
H 20.02 32.08 7.02
H 18.65 32.60 8.04
H 19.40 30.89 8.33
C 18.27 35.27 6.13
C 18.78 34.22 5.14
O 19.87 34.54 4.54
C 17.90 33.03 4.60
H 17.48 35.92 5.82
H 19.06 35.57 6.74
H 17.73 34.67 6.83
H 17.15 33.29 4.09
H 17.56 32.44 5.47
H 18.43 32.50 3.87
C 16.85 32.14 13.09
C 17.84 31.37 12.28
O 18.90 30.89 12.74
C 17.40 31.26 10.80
H 17.11 31.90 14.07
H 15.83 31.72 13.04
H 16.80 33.23 12.77
H 17.21 32.32 10.37
H 16.52 30.52 10.75
H 18.34 30.82 10.17
*
```

The HOMO energy is -6.8 eV. The calculation puts the energy relative to the best compared isomer or geometry (same formula, charge and spin) at 1.333 eV. As for the frontier orbital gap: 5.7 eV.


Look up the frontier orbital gap of the second one. 5.7 eV


Repeat the first record exactly.
Density functional theory data (ωB97M-V/def2-TZVPD) for a structure of composition C48H47AlNO4P3S3.

Structure (ORCA input):
```
! wB97M-V def2-TZVPD RIJCOSX def2/J DEFGRID3
* xyz 0 1
Al 0.11 -0.35 0.39
S -0.08 1.77 -1.22
P -1.42 1.87 0.28
C -0.88 0.93 1.60
P 0.49 1.52 2.45
S 2.15 0.61 1.80
C 0.25 1.19 4.23
C -1.04 1.22 4.76
C -1.25 1.04 6.12
C -0.16 0.80 6.96
C 1.12 0.74 6.43
C 1.32 0.94 5.07
C 0.75 3.33 2.40
C 0.08 4.19 3.26
C 0.25 5.56 3.16
C 1.11 6.09 2.20
C 1.78 5.23 1.34
C 1.61 3.86 1.44
C -1.93 3.58 0.64
C -1.42 4.67 -0.05
C -1.87 5.95 0.24
C -2.84 6.14 1.22
C -3.36 5.05 1.91
C -2.90 3.77 1.62
C -2.98 1.13 -0.30
C -3.64 0.18 0.47
C -4.81 -0.40 0.00
C -5.34 -0.01 -1.22
C -4.69 0.95 -1.99
C -3.51 1.52 -1.53
H -1.88 1.38 4.09
H -2.25 1.07 6.53
H -0.32 0.64 8.02
H 1.96 0.54 7.08
H 2.32 0.90 4.66
H -0.59 3.80 4.02
H -0.28 6.22 3.83
H 1.24 7.16 2.12
H 2.45 5.63 0.59
H 2.13 3.19 0.77
H -0.65 4.51 -0.80
H -1.46 6.80 -0.29
H -3.19 7.14 1.44
H -4.12 5.19 2.67
H -3.31 2.92 2.15
H -3.20 -0.12 1.41
H -5.32 -1.15 0.59
H -6.25 -0.47 -1.59
H -5.09 1.25 -2.95
H -2.99 2.25 -2.13
N 1.77 -0.83 -0.79
C 2.57 -0.71 -1.60
C 3.53 -0.49 -2.64
C 3.08 0.09 -3.83
C 4.00 0.32 -4.84
C 5.33 -0.02 -4.66
C 5.76 -0.60 -3.47
C 4.86 -0.84 -2.45
H 2.04 0.36 -3.94
H 3.67 0.78 -5.76
H 6.04 0.16 -5.46
H 6.80 -0.86 -3.34
H 5.18 -1.28 -1.52
C -1.22 -2.75 5.99
C -1.83 -2.56 4.63
O -0.77 -2.59 3.66
P -1.22 -2.41 2.11
O -1.24 -3.96 1.62
C -2.38 -4.38 0.84
C -2.23 -5.85 0.53
O 0.33 -1.99 1.56
C 1.41 -2.95 1.36
C 1.70 -3.79 2.58
H -1.98 -2.68 6.76
H -0.47 -1.98 6.17
H -0.74 -3.73 6.07
H -2.34 -1.59 4.57
H -2.56 -3.35 4.41
H -2.42 -3.79 -0.08
H -3.30 -4.19 1.40
H -1.29 -6.03 0.01
H -3.04 -6.18 -0.12
H -2.24 -6.44 1.45
H 2.26 -2.33 1.12
H 1.14 -3.56 0.49
H 1.94 -3.17 3.43
H 2.56 -4.42 2.34
H 0.87 -4.44 2.84
C -6.05 -8.41 -3.68
C -5.23 -7.21 -3.27
O -5.21 -6.76 -2.16
S -4.26 -6.57 -4.64
C -3.42 -5.24 -3.83
C -2.10 -5.40 -3.42
C -1.45 -4.39 -2.74
C -2.12 -3.19 -2.45
C -3.43 -3.03 -2.89
C -4.08 -4.04 -3.58
C -1.50 -2.20 -1.63
C -0.99 -1.41 -0.86
H -7.02 -8.36 -3.18
H -5.53 -9.31 -3.34
H -6.19 -8.47 -4.76
H -1.59 -6.33 -3.63
H -0.43 -4.52 -2.41
H -3.95 -2.10 -2.67
H -5.10 -3.91 -3.91
*
```

The HOMO energy is -7.0 eV. The calculation puts the energy relative to the best compared isomer or geometry (same formula, charge and spin) at 0.285 eV. As for the frontier orbital gap: 6.9 eV.


What is the formula in the first record? C48H47AlNO4P3S3


Number 1 is which compound? C48H47AlNO4P3S3